Here is a cluster of 2 separate species, CH2ClPSi in total at a distorted geometry from the OMol25 dataset. Energies are from ωB97M-V/def2-TZVPD.

- 2S+1 = 1
- strongest force on any atom (eV/Å) = 1.77
- HOMO (eV) = -8.5
- charge = 0
- ΔE to the lowest compared entry with this formula, charge and spin (kJ/mol) = 377.1
- HOMO-LUMO gap (eV) = 7.2

Geometry as XYZ:
```
6
Properties=species:S:1:pos:R:3:nbo_charge:R:1
C 2.38244 0.09095 -0.03886 -0.670
Si -2.03615 0.54752 0.03842 0.559
P 1.14685 1.05142 -0.01746 0.508
Cl 3.53967 -1.06183 0.02025 0.153
H -1.95478 -0.57491 -0.92838 -0.274
H -3.07802 -0.05315 0.92601 -0.276
```